Entry 1:
Below is a cluster of 5 separate species, C41H28N2O8S in total, with properties calculated with the ωB97M-V functional and the def2-TZVPD basis.

The geometry in ORCA input format:
```
! RIJCOSX wB97M-V def2-TZVPD def2/J DEFGRID3
* xyz 0 1
C -0.624 -0.815 3.308
C -1.462 -1.226 4.538
C -2.740 -0.369 4.646
C -3.013 0.707 3.614
C -4.409 1.503 3.804
C -4.618 2.665 4.804
C -6.032 3.322 4.849
C -7.232 2.858 3.949
C -7.028 1.651 2.961
C -5.584 1.018 2.919
S -5.439 -0.412 1.721
C -7.047 -1.301 2.077
C -7.119 -2.835 2.224
C -8.482 -3.486 2.566
C -9.708 -2.559 2.727
C -9.644 -1.004 2.556
C -8.281 -0.332 2.243
N -8.105 1.143 2.078
N -2.265 1.158 2.495
C -1.102 0.342 2.432
H 0.352 -1.380 3.063
H -1.156 -2.061 5.243
H -3.475 -0.548 5.499
H -3.776 3.011 5.487
H -6.155 4.186 5.603
H -8.241 3.410 4.028
H -6.148 -3.433 2.108
H -8.504 -4.623 2.704
H -10.705 -3.041 2.983
H -10.582 -0.345 2.657
H -9.005 1.635 2.265
H -0.403 0.614 1.553
O 3.796 1.037 -1.787
C 3.330 0.210 -1.026
C 4.201 -0.625 -0.171
C 3.687 -1.532 0.661
C 2.227 -1.740 0.762
O 1.753 -2.564 1.521
C 1.361 -0.910 -0.089
C 1.870 -0.001 -0.921
H 5.268 -0.458 -0.257
H 4.309 -2.152 1.295
H 0.296 -1.080 0.002
H 1.245 0.619 -1.552
O 7.278 0.491 -0.710
C 7.699 -0.150 -1.656
C 9.129 -0.509 -1.764
C 9.590 -1.209 -2.801
C 8.691 -1.658 -3.885
O 9.113 -2.300 -4.831
C 7.261 -1.299 -3.778
C 6.800 -0.599 -2.741
H 9.774 -0.174 -0.961
H 10.634 -1.480 -2.896
H 6.617 -1.635 -4.581
H 5.756 -0.327 -2.646
O -10.286 3.404 1.588
C -10.343 3.759 0.424
C -11.254 4.841 -0.004
C -11.317 5.228 -1.278
C -10.477 4.593 -2.317
O -10.533 4.948 -3.478
C -9.566 3.511 -1.888
C -9.503 3.124 -0.613
H -11.861 5.297 0.769
H -11.979 6.019 -1.610
H -8.958 3.056 -2.660
H -8.841 2.333 -0.281
O 13.329 -1.065 -2.902
C 13.751 -1.706 -3.848
C 15.181 -2.065 -3.955
C 15.642 -2.765 -4.992
C 14.743 -3.214 -6.077
O 15.164 -3.855 -7.022
C 13.313 -2.855 -5.969
C 12.852 -2.155 -4.932
H 15.825 -1.729 -3.152
H 16.686 -3.036 -5.088
H 12.668 -3.191 -6.772
H 11.808 -1.884 -4.837
*
```

Properties
**Gap between HOMO and LUMO**: 6.00 eV
**DFT total energy**: -2688.28965 a.u.

=====

Entry 2:
Below is a cluster of 5 separate species, C3H14O4 in total, with properties calculated with the ωB97M-V functional and the def2-TZVPD basis.

The geometry in ORCA input format:
```
! RIJCOSX wB97M-V def2-TZVPD def2/J DEFGRID3
* xyz 0 1
C -2.943 -0.322 -0.416
C -2.078 0.521 0.238
C -1.051 0.077 1.328
H -3.578 0.149 -1.195
H -3.300 -1.233 -0.023
H -2.160 1.623 -0.006
H -0.072 0.544 1.216
H -0.955 -0.951 1.162
H -1.390 0.234 2.403
O 1.083 -1.928 -0.437
H 0.629 -1.535 -1.224
H 1.874 -2.438 -0.761
O 3.102 -0.326 0.543
H 3.047 -0.316 1.513
H 2.243 -0.771 0.371
O -0.144 0.190 -1.696
H -0.851 0.201 -1.043
H 0.660 0.445 -1.192
O 1.588 1.998 -0.195
H 2.221 1.528 0.373
H 2.075 2.311 -0.960
*
```

Properties
**Gap between HOMO and LUMO**: 10.37 eV
**DFT total energy**: -423.61240 a.u.

=====

Question: Which of these has the highest DFT total energy?
Answer: C3H14O4